{
  "formula": "C4H12INSi",
  "method": "wB97M-V/def2-TZVPD",
  "gap_ev": [8.163, 7.259],
  "homo_ev": [-8.66, -7.08],
  "e_lumo_ha": [-0.0183, 0.0066],
  "max_force_ev_per_a": 1.00,
  "symbols": ["C", "C", "C", "C", "N", "Si", "I", "H", "H", "H", "H", "H", "H", "H", "H", "H", "H", "H", "H"],
  "coordinates": [[0.0152, 2.7514, -0.3721], [-1.4512, 0.4250, 1.0588], [0.5452, -3.9495, -0.7872], [-0.1451, 1.2952, -0.8044], [-0.2127, 0.3990, 0.3240], [0.9964, -0.7350, 0.7299], [3.2087, 0.1259, 0.0607], [0.1565, 3.3814, -1.2448], [-0.8637, 3.0963, 0.1671], [0.8838, 2.8551, 0.2732], [-1.5425, -0.4713, 1.6684], [-1.5014, 1.2982, 1.7172], [-2.3043, 0.4639, 0.3747], [-0.1905, -4.2622, -0.0734], [0.2149, -3.6452, -1.7570], [1.5392, -4.3249, -0.6766], [-1.0532, 1.1866, -1.4114], [0.7056, 1.0108, -1.4257], [0.9991, -0.9009, 2.1785]]
}